This record from the OMol25 dataset describes a cluster of 2 separate species, C17H24BrN5O5S3 in total. The level of theory is the ωB97M-V functional and the def2-TZVPD basis.

Element x y z (Å)
Br: -5.68460 4.05487 -3.76770
S: 1.12860 -2.04166 -1.72573
S: 0.77598 -0.19471 0.70086
S: -3.38664 2.25347 -2.40342
O: 1.51969 0.80791 -0.07122
O: 1.75486 5.02560 -0.29245
O: -1.50577 2.76066 3.77407
O: -1.10573 0.65525 -1.25731
O: 1.30464 -0.28274 2.06655
N: -4.76531 2.13416 -0.18371
N: -0.84251 0.21149 0.92059
N: -2.85677 1.01220 0.12033
N: 2.18048 4.19193 1.75122
N: -0.37728 3.02470 1.89750
C: -1.20093 3.47970 2.83685
C: 1.40543 4.35199 0.66998
C: -1.77114 4.87826 2.73235
C: -5.50468 2.88552 -1.09271
C: 2.01282 -6.08381 -2.38358
C: -1.56916 0.63350 -0.13662
C: 0.59982 -3.00160 0.65071
C: 0.02218 3.69446 0.64922
C: 0.74499 -4.14466 -0.22149
C: -4.92711 3.06042 -2.32277
C: -3.64785 1.74617 -0.73435
C: 0.77302 -1.82980 -0.03252
C: 1.04830 -3.79761 -1.52026
C: 1.32182 -4.72830 -2.68463
C: 1.03410 -7.16498 -1.89904
C: 3.51750 4.76794 1.88608
C: 3.21164 -5.95649 -1.42888
H: -0.70439 4.45670 0.37157
H: 3.45885 5.85568 1.81724
H: 0.41649 -3.07484 1.72224
H: 0.64506 -5.15765 0.14602
H: 3.96015 4.48941 2.84312
H: 3.88070 -5.15767 -1.76374
H: -1.31724 -0.34869 1.60746
H: 0.65545 -6.96053 -0.89757
H: -2.43934 4.93113 1.87465
H: -2.32943 5.10134 3.64063
H: -0.95896 5.59458 2.62164
H: 1.82997 3.61529 2.49968
H: -3.15801 1.02976 1.08521
H: 1.96935 -4.18966 -3.38440
H: 4.15472 4.40518 1.07712
H: 3.77833 -6.89267 -1.41276
H: -6.47206 3.31126 -0.84252
H: 2.89337 -5.73819 -0.40665
H: 2.40609 -6.43828 -3.34265
H: 0.18284 -7.24105 -2.58274
H: 1.53731 -8.13666 -1.87492
H: 0.37692 -4.91601 -3.20454
H: 0.03965 2.96020 -0.15448
H: -0.01620 2.09756 2.06248

Output
* energy above the lowest of the compared OMol25 structures with the same formula, charge and spin: 0.0 kcal per mole
* spin multiplicity: 1
* calculated total energy: -138254.947 eV
* HOMO energy: -0.32647 Eh